Below is a 3-piece molecular cluster, C27H64FIN11O9P3 overall in a non-equilibrium geometry, with properties calculated with ωB97M-V/def2-TZVPD.

The geometry in XYZ format:
```
116
Properties=species:S:1:pos:R:3:mulliken_charge:R:1
C 4.627 1.685 3.330 -1.1292
C 3.978 3.099 3.603 0.7853
C 4.976 4.298 3.711 -0.9958
N 2.693 3.137 3.757 -0.2669
C 2.021 4.153 2.945 -1.0823
N 1.699 3.724 1.564 0.1008
C 1.116 4.883 0.925 -0.6339
N 1.591 5.185 -0.249 0.7177
C 2.639 4.341 -0.892 -1.0410
C 1.998 3.098 -1.642 -0.1880
C 3.066 2.130 -2.260 -1.0456
I 2.055 0.334 -3.019 0.0069
C 1.152 6.375 -1.056 0.3676
O 0.821 6.108 -2.224 -0.6289
O 1.099 7.535 -0.567 -0.6171
N 0.100 5.758 1.482 0.5470
P -1.488 5.486 0.795 0.6292
N -2.146 6.910 0.611 -0.8144
O -1.413 4.699 -0.654 -0.4508
O -2.511 4.678 1.860 -0.5531
C 0.082 5.781 2.961 -0.4343
F 0.910 6.863 3.386 -0.4072
C 0.649 4.501 3.657 0.4268
C -0.353 3.304 3.759 -0.7073
O -1.331 3.464 4.798 -0.4515
C -2.175 2.316 4.701 -0.3861
O -1.589 1.166 5.313 -0.3191
C -2.043 -0.054 4.722 0.0407
C -0.920 -0.878 3.999 -0.4126
O -0.270 -0.190 2.914 -0.4376
H 5.167 1.661 2.352 0.2927
H 5.352 1.515 4.187 0.3727
H 3.854 0.878 3.443 0.2482
H 4.665 5.182 3.077 0.3384
H 5.965 3.966 3.293 0.3518
H 5.082 4.696 4.755 0.2893
H 2.577 5.132 2.856 0.4047
H 1.093 2.898 1.530 0.3157
H 3.107 4.967 -1.706 0.4745
H 3.466 4.068 -0.191 0.3974
H 1.433 3.544 -2.514 0.3427
H 1.222 2.580 -1.012 0.3429
H 3.576 2.560 -3.168 0.3978
H 3.844 1.797 -1.516 0.4128
H -2.374 7.082 -0.370 0.2088
H -1.882 5.247 -1.311 0.3295
H -2.874 5.427 2.385 0.3729
H -0.932 6.001 3.395 0.5479
H 0.922 4.781 4.719 0.7623
H 0.246 2.381 4.026 0.3090
H -0.787 3.103 2.741 0.0653
H -2.423 2.084 3.630 0.3487
H -3.162 2.520 5.216 0.3928
H -2.415 -0.705 5.572 0.2964
H -2.908 0.051 4.014 0.1029
H -1.442 -1.788 3.540 0.1076
H -0.141 -1.300 4.693 0.3533
H 0.607 0.082 3.234 0.2255
O -5.160 -0.963 3.210 -0.9198
P -5.664 -1.586 1.905 0.7065
N -7.324 -1.516 2.290 0.3633
C -8.074 -2.413 3.144 -1.1585
C -7.923 -0.188 2.225 -1.1814
N -4.827 -3.080 2.134 0.2459
C -5.411 -4.328 2.591 -1.0892
C -3.495 -2.947 2.725 -1.2377
N -6.160 -2.194 0.336 0.0033
C -7.329 -2.963 -0.032 -0.8928
C -5.128 -2.165 -0.699 -1.1343
H -9.139 -2.365 2.888 0.4068
H -7.956 -2.168 4.209 0.2907
H -7.805 -3.456 2.994 0.3754
H -8.225 0.036 1.194 0.2857
H -7.220 0.587 2.545 0.3076
H -8.809 -0.091 2.856 0.4296
H -5.865 -4.227 3.583 0.3824
H -4.647 -5.106 2.666 0.3726
H -6.136 -4.724 1.885 0.2350
H -3.545 -2.887 3.820 0.4188
H -2.994 -2.051 2.357 0.2943
H -2.857 -3.791 2.451 0.4575
H -7.529 -3.798 0.639 0.2692
H -7.225 -3.396 -1.031 0.4031
H -8.224 -2.333 -0.063 0.2090
H -4.567 -3.106 -0.724 0.3298
H -4.420 -1.355 -0.510 0.3353
H -5.554 -1.981 -1.688 0.4498
O 4.297 -2.665 -3.934 -0.7725
P 4.667 -3.933 -4.706 0.7278
N 5.414 -3.144 -6.020 0.2926
C 4.774 -2.501 -7.150 -1.1254
C 6.731 -2.582 -5.743 -1.1992
N 3.032 -4.462 -4.892 0.1985
C 2.226 -4.339 -6.092 -1.0323
C 2.172 -4.219 -3.730 -1.0128
N 5.158 -5.438 -5.466 -0.0039
C 5.362 -5.745 -6.865 -0.8576
C 5.090 -6.620 -4.610 -1.1456
H 5.474 -2.448 -7.992 0.4134
H 4.431 -1.485 -6.910 0.2843
H 3.932 -3.072 -7.532 0.3755
H 7.500 -3.356 -5.861 0.2897
H 6.797 -2.197 -4.720 0.3283
H 6.989 -1.757 -6.408 0.4285
H 2.109 -3.293 -6.401 0.3196
H 1.221 -4.736 -5.925 0.3753
H 2.621 -4.931 -6.914 0.2260
H 1.768 -3.199 -3.733 0.2525
H 2.724 -4.363 -2.800 0.2922
H 1.338 -4.925 -3.709 0.3761
H 4.562 -5.384 -7.510 0.2593
H 5.422 -6.824 -7.032 0.4067
H 6.305 -5.325 -7.229 0.2017
H 4.116 -7.116 -4.698 0.3329
H 5.234 -6.343 -3.564 0.3416
H 5.876 -7.340 -4.852 0.4453
```

net charge = 0
E = -3767.9229 hartree

***

Below is a 5-piece molecular cluster, C24H54F4N5O8S4 overall in a non-equilibrium geometry, with properties calculated with ωB97M-V/def2-TZVPD.

The geometry in XYZ format:
```
99
Properties=species:S:1:pos:R:3:mulliken_charge:R:1
C -1.911 3.623 -4.572 -1.2728
C -1.065 3.697 -3.242 -0.5495
C -1.658 2.962 -1.989 -0.8127
N -1.925 3.841 -0.785 0.1873
C -2.774 5.047 -1.246 -1.0175
C -2.667 3.091 0.405 -0.6044
C -1.935 3.480 1.673 -0.5883
C -0.468 3.723 1.123 -0.0562
C -0.503 4.217 -0.225 -0.5397
H -1.327 3.818 -5.472 0.3905
H -2.681 4.372 -4.755 0.2947
H -2.330 2.617 -4.552 0.3098
H -0.881 4.740 -2.987 0.4644
H -0.081 3.278 -3.453 0.4092
H -1.265 2.014 -1.622 0.2814
H -2.633 2.534 -2.219 0.6672
H -2.266 5.591 -2.042 0.3702
H -3.002 5.549 -0.305 0.4395
H -3.730 4.722 -1.656 0.3687
H -3.706 3.349 0.200 0.4480
H -2.427 2.044 0.224 0.1706
H -2.311 4.449 2.000 0.3324
H -1.753 2.853 2.546 0.4552
H -0.038 4.544 1.698 0.3860
H 0.247 2.911 1.256 -0.0496
H -0.427 5.304 -0.250 0.3251
H 0.331 3.801 -0.790 0.2098
C -1.052 -2.583 -0.980 -1.0788
C -2.565 -2.854 -1.251 -0.1857
C -2.764 -2.653 -2.779 -1.2536
N -3.994 -3.307 -3.489 0.3614
C -5.223 -2.476 -3.008 -0.8029
C -3.975 -4.927 -3.494 -0.4125
C -3.243 -5.360 -4.652 -0.4994
C -3.024 -4.171 -5.568 -0.6535
C -4.029 -3.132 -5.064 -0.7710
H -0.901 -1.517 -1.152 -0.1214
H -0.378 -3.111 -1.655 0.4755
H -0.932 -2.509 0.100 0.5289
H -3.100 -2.090 -0.688 0.3706
H -2.778 -3.842 -0.844 0.3241
H -2.005 -3.345 -3.144 0.3302
H -2.582 -1.632 -3.116 0.4516
H -4.996 -1.947 -2.082 0.2900
H -6.097 -3.113 -2.872 0.3325
H -5.500 -1.784 -3.803 0.3585
H -5.017 -5.228 -3.609 0.3780
H -3.584 -5.374 -2.580 0.2400
H -3.837 -6.101 -5.187 0.3136
H -2.307 -5.831 -4.352 0.3084
H -3.232 -4.377 -6.618 0.4150
H -1.987 -3.839 -5.532 0.2978
H -5.079 -3.293 -5.305 0.5697
H -3.686 -2.134 -5.339 0.3774
C 4.073 -3.398 2.421 -1.5031
C 3.328 -2.686 1.267 -0.1496
C 3.865 -1.269 1.090 -0.8613
N 3.551 -0.675 -0.324 0.2557
C 4.319 -1.489 -1.401 -0.8198
C 3.783 0.837 -0.491 -0.7632
C 2.728 1.281 -1.521 -0.7349
C 1.462 0.518 -1.054 0.4343
C 2.012 -0.765 -0.381 -0.3142
H 3.875 -2.876 3.357 0.3414
H 5.124 -3.277 2.156 0.3805
H 3.671 -4.402 2.557 0.3843
H 2.325 -2.875 1.650 0.2065
H 3.168 -3.312 0.389 0.4634
H 4.947 -1.161 1.022 0.6788
H 3.701 -0.477 1.821 0.4448
H 5.353 -1.714 -1.137 0.2945
H 4.357 -0.861 -2.291 0.4220
H 3.662 -2.284 -1.752 0.2927
H 4.809 0.938 -0.845 0.4033
H 3.654 1.276 0.499 0.3967
H 3.027 0.918 -2.505 0.3383
H 2.597 2.350 -1.358 0.3404
H 0.749 0.136 -1.784 0.5772
H 1.045 1.009 -0.175 -0.2407
H 1.778 -1.696 -0.898 0.0717
H 1.616 -0.800 0.634 -0.4517
N 4.833 1.707 8.818 -0.3449
S 3.310 1.425 8.624 1.0247
O 2.317 2.369 9.153 -0.5859
O 2.979 -0.090 8.774 -0.6143
F 3.150 1.719 7.026 -0.1719
S 4.826 1.429 10.585 1.0881
O 5.005 0.068 11.147 -0.5725
O 4.054 2.325 11.379 -0.5342
F 6.321 2.061 10.842 -0.2919
N 1.206 0.530 2.584 0.3044
S 1.800 1.002 4.119 0.8845
O 3.238 1.076 4.390 -0.5838
O 1.030 0.592 5.304 -0.4833
F 1.510 2.590 3.757 -0.3090
S 0.064 -0.202 3.004 0.8071
O -0.993 0.563 3.592 -0.6437
O 0.419 -1.582 3.433 -0.7376
F -0.589 -0.469 1.622 -0.0872
```

net charge = +1
E = -3814.0783 hartree
energy relative to the best compared isomer or geometry (same formula, charge and spin) = 587.0 kJ/mol

***

Below is C6H12 as an isolated structure in a non-equilibrium geometry, with properties calculated with ωB97M-V/def2-TZVPD.

The geometry in XYZ format:
```
18
Properties=species:S:1:pos:R:3:mulliken_charge:R:1
C -1.586 1.549 -0.613 -1.0363
C -0.395 0.657 -0.704 0.0688
C -0.691 -1.228 0.005 -1.0744
C 0.603 -1.427 0.743 -0.3718
C 1.598 -0.371 0.265 -0.7116
C 0.826 0.938 0.121 -0.5830
H -1.635 0.502 -0.027 0.1921
H -2.365 1.572 -1.367 0.3066
H -1.638 2.325 0.140 0.3077
H -0.223 0.349 -1.719 0.3522
H -0.796 -1.835 -0.896 0.2932
H -1.578 -1.399 0.647 0.4269
H 0.431 -1.300 1.814 0.2688
H 1.035 -2.425 0.622 0.3008
H 2.451 -0.280 0.944 0.3502
H 1.996 -0.667 -0.714 0.2872
H 0.550 1.324 1.115 0.2841
H 1.417 1.714 -0.377 0.3385
```

net charge = 0
E = -235.6764 hartree
energy relative to the best compared isomer or geometry (same formula, charge and spin) = 372.3 kJ/mol

***

Below is a 9-piece molecular cluster, C3H25N2O8S overall in a non-equilibrium geometry, with properties calculated with ωB97M-V/def2-TZVPD.

The geometry in XYZ format:
```
39
Properties=species:S:1:pos:R:3:mulliken_charge:R:1
N -0.248 -1.011 0.659 -0.4702
C 0.093 -1.343 2.052 -0.0133
C 0.290 0.008 2.979 -0.8513
S -1.263 0.910 3.081 -0.5762
C 1.469 -2.090 1.936 -0.6040
N 2.694 -1.376 1.548 -0.6840
H -1.158 -0.783 0.356 0.1847
H 0.349 -0.430 0.191 0.3783
H -0.452 -2.146 2.570 0.2519
H 0.451 -0.198 3.982 0.4244
H 1.108 0.632 2.644 0.3172
H 1.700 -2.495 2.928 0.4045
H 1.273 -2.915 1.114 0.2421
H 2.496 -0.417 1.022 0.3026
H 3.073 -1.884 0.764 0.3156
H -1.487 -2.227 -2.297 0.3787
H -2.740 -1.598 -2.936 0.3496
O -2.476 -2.349 -2.460 -0.6933
H 0.175 -1.659 -1.170 0.2677
H 1.030 -1.492 -2.417 0.3243
O 0.129 -1.423 -2.162 -0.6734
H -2.703 1.282 0.892 0.2871
H -1.013 1.164 1.190 0.0023
O -1.790 1.249 0.412 -0.6966
H 3.051 -2.069 -2.149 0.2652
H 2.453 -0.947 -3.086 0.3193
O 2.647 -1.797 -2.854 -0.6796
H -0.272 3.655 0.359 0.3250
H -1.154 2.517 -0.028 0.5100
O -0.809 3.491 -0.388 -0.8178
H -1.287 -0.268 -2.541 0.4055
H -2.538 0.371 -1.795 0.2610
O -2.054 0.243 -2.595 -0.6702
H 1.056 1.095 0.386 0.2206
H 1.637 1.563 -0.944 0.3512
O 1.909 1.063 -0.112 -0.6434
H 0.183 2.737 -3.238 0.2972
H 0.136 3.215 -1.726 0.4124
O 0.769 2.771 -2.419 -0.7251
```

net charge = -1
E = -1238.8677 hartree
energy relative to the best compared isomer or geometry (same formula, charge and spin) = 416.9 kJ/mol

***

| no. | frontier orbital gap (Ha) |
| --- | --- |
| 1 | 0.263 |
| 2 | 0.155 |
| 3 | 0.328 |
| 4 | 0.238 |